Entry 1:
{"formula": "C35H58BN17", "method": "ωB97M-V with the def2-TZVPD basis set", "homo_energy_ha": -0.293, "gap_ev": 8.07, "lumo_energy_ev": 0.11, "species": ["N", "N", "N", "N", "N", "N", "N", "N", "N", "N", "N", "N", "N", "N", "N", "N", "N", "C", "C", "C", "C", "C", "C", "C", "C", "C", "C", "C", "C", "C", "C", "C", "C", "C", "C", "C", "C", "C", "C", "C", "C", "C", "C", "C", "C", "C", "C", "C", "C", "C", "C", "C", "B", "H", "H", "H", "H", "H", "H", "H", "H", "H", "H", "H", "H", "H", "H", "H", "H", "H", "H", "H", "H", "H", "H", "H", "H", "H", "H", "H", "H", "H", "H", "H", "H", "H", "H", "H", "H", "H", "H", "H", "H", "H", "H", "H", "H", "H", "H", "H", "H", "H", "H", "H", "H", "H", "H", "H", "H", "H", "H"], "xyz": [[-2.9821, 4.9425, 4.0648], [-2.0964, 0.6769, -4.9176], [-3.9360, -6.5570, -0.2859], [-4.6157, 1.8009, 0.0101], [-8.0490, 2.9383, 4.2812], [-0.4780, -8.8508, 3.2971], [0.1695, -4.5490, -0.6885], [2.0926, -0.7526, -5.6056], [-4.3446, -2.3455, -2.2661], [0.3010, 5.2793, -4.9362], [8.0252, -1.2966, -1.3053], [6.1279, -2.0334, 2.9426], [-11.7952, 6.2604, 6.6477], [7.3786, 3.6271, 2.9932], [-3.9384, -3.0330, 0.0031], [-2.0953, -2.9526, -1.5866], [6.9451, 2.5768, -0.3661], [2.7170, -5.1625, -0.6986], [6.9884, -1.2859, -0.7958], [7.6717, -0.0610, 3.7172], [-1.8758, -7.7235, 0.8364], [-5.6556, 1.8136, 0.5096], [-7.1528, 3.6311, 4.0625], [2.5226, -1.4711, 1.1637], [5.6720, -1.2703, -0.1485], [-0.0528, 2.2444, -5.4065], [-3.1038, -0.7416, -0.6022], [0.4141, -8.1495, 3.0819], [-6.9767, 1.8298, 1.1471], [5.9255, 5.7100, 2.3483], [-2.2648, 4.0000, 1.7258], [-3.3469, -2.2437, -1.1581], [1.3603, 5.1326, -4.5041], [1.3044, -0.9474, -6.4250], [1.5478, -7.2590, 2.8095], [-1.1979, 1.3676, -5.1326], [0.3014, -1.1945, -7.4668], [8.0651, 2.2971, -0.3793], [2.0730, -1.3165, -0.0762], [0.6841, 0.1312, -1.8941], [-3.0300, -7.0716, 0.2080], [1.2512, -1.3300, -1.4868], [-6.0117, 4.5080, 3.7769], [2.7080, 4.9459, -3.9545], [6.8075, -1.1653, 3.2836], [-2.6664, 4.5281, 3.0350], [6.7389, 4.5441, 2.7091], [9.4884, 1.9411, -0.3964], [-0.5139, 0.5120, -0.8630], [1.2904, -4.8202, -0.6930], [-11.3429, 5.2491, 6.3274], [-10.7672, 3.9623, 5.9198], [-2.0130, 0.1214, -1.4536], [-11.1683, 3.6272, 4.9598], [-4.1093, -0.1618, -0.5701], [6.5018, 6.6371, 2.4085], [-6.2296, 5.1993, 2.9581], [-3.3703, -2.8715, 0.8508], [8.2962, -0.3485, 4.5673], [4.9737, -1.9538, -0.6383], [-3.9079, -4.0363, -0.2543], [-5.1119, -1.6783, -2.0946], [-3.9189, -2.2339, -3.1995], [7.0887, 0.8113, 4.0243], [-5.7392, 5.1116, 4.6464], [-7.6719, 1.1453, 0.6538], [-3.0739, 3.4355, 1.2533], [1.8054, -6.6562, 3.6843], [0.7411, -1.1526, -8.4669], [-0.5030, -0.4546, -7.4346], [2.4424, -7.8210, 2.5279], [-0.5450, 1.6554, -0.6939], [5.5418, 5.6323, 1.3275], [-1.6448, -3.2577, -0.7063], [-0.9323, -7.2928, 0.4895], [-2.2434, 0.5605, -2.5400], [-1.9838, 4.8016, 1.0375], [-1.8973, -7.6225, 1.9233], [-6.9203, 1.5328, 2.1975], [0.3176, -2.0161, -1.3707], [9.6939, 1.1348, -1.1057], [8.3430, 0.2637, 2.9179], [3.3350, -4.3059, -0.9805], [-0.2628, 2.9385, -6.2243], [-0.3743, -0.0419, 0.1357], [-5.1267, 3.9359, 3.4907], [-7.4263, 2.8259, 1.1160], [5.2217, -0.2743, -0.1748], [-1.4065, 3.3279, 1.8090], [9.8312, 1.6035, 0.5853], [3.1918, 4.0567, -4.3676], [0.2128, 2.8446, -4.5340], [-2.2956, -3.8133, -2.1319], [2.6869, 4.8282, -2.8678], [2.7662, -1.9297, 2.2016], [1.4978, 0.9403, -1.9923], [10.1133, 2.7914, -0.6824], [-9.6814, 4.0221, 5.8134], [-0.1596, -2.1795, -7.3560], [1.8825, -1.7990, -2.3346], [1.3284, -6.5667, 1.9917], [5.0635, 5.8203, 3.0115], [0.8353, 1.6715, -5.6880], [2.9352, -5.9670, -1.4062], [5.7351, -1.5692, 0.9022], [-1.8453, -8.7928, 0.6117], [0.2298, 0.0085, -2.9643], [-10.9779, 3.1770, 6.6507], [3.0551, -5.4959, 0.2862], [-2.7630, -0.8345, 0.5135], [3.3546, 5.7992, -4.1757]], "atomic_forces_ev_per_a": [[0.28, -0.26, -0.71], [0.56, 0.37, -0.41], [0.56, -0.28, 0.30], [-0.75, 0.53, 0.49], [0.58, 0.40, -0.17], [0.88, 0.55, -0.09], [0.91, -0.47, 0.16], [-0.50, -0.08, -0.49], [0.84, 0.36, 0.62], [0.75, 0.03, 0.31], [-0.69, 0.07, 0.41], [0.48, 0.57, 0.43], [0.29, -0.62, -0.21], [-0.44, 0.63, -0.15], [0.27, 0.60, -0.59], [-0.19, 0.85, 0.30], [0.81, -0.18, -0.02], [0.29, -0.07, -0.06], [0.33, 0.04, -0.16], [0.15, 0.22, 0.11], [0.06, -0.05, 0.07], [0.16, 0.04, -0.11], [-0.22, -0.06, 0.07], [-2.76, -0.31, -6.35], [-0.22, 0.01, 0.04], [0.21, 0.01, -0.08], [0.07, -0.20, 0.56], [-0.27, -0.37, 0.21], [-0.24, -0.06, 0.11], [-0.18, 0.24, -0.10], [0.07, -0.10, -0.26], [-0.77, -0.96, 0.71], [-0.21, 0.22, -0.10], [0.15, -0.02, 0.18], [0.25, 0.18, -0.06], [-0.10, -0.14, -0.03], [-0.20, -0.04, -0.25], [-0.39, 0.05, 0.00], [1.12, -1.58, 5.79], [-0.57, -0.52, -0.40], [-0.13, 0.14, -0.19], [0.26, 0.38, 0.67], [0.06, 0.09, -0.08], [0.28, -0.05, 0.12], [-0.13, -0.24, 0.01], [0.11, 0.14, 0.24], [0.22, -0.34, 0.08], [0.32, -0.09, -0.05], [-0.28, -0.24, -0.12], [-0.23, 0.09, 0.01], [-0.15, 0.22, 0.09], [0.11, -0.20, -0.03], [0.67, -0.29, 0.92], [-0.01, 0.22, 0.12], [1.78, -1.43, -0.23], [0.10, -0.24, 0.06], [-0.19, -0.16, 0.09], [-0.36, -0.26, -0.74], [-0.18, -0.19, -0.12], [0.22, 0.09, -0.08], [-0.11, 0.83, 0.31], [0.73, -0.53, -0.40], [-0.32, 0.36, 0.90], [-0.07, -0.18, -0.16], [-0.10, -0.22, -0.04], [0.26, 0.03, -0.08], [0.00, 0.06, 0.18], [-0.20, -0.17, -0.01], [0.16, 0.03, 0.23], [0.17, -0.03, 0.21], [-0.23, -0.12, 0.07], [0.14, -1.64, -0.08], [0.17, -0.22, 0.11], [-0.25, 0.13, -1.05], [-0.24, 0.13, -0.13], [-0.19, -0.20, 0.20], [-0.09, 0.05, 0.25], [-0.27, 0.05, -0.28], [0.17, 0.01, -0.18], [1.72, 1.13, 0.09], [-0.31, 0.05, 0.06], [-0.22, -0.16, -0.03], [-0.28, 0.04, 0.06], [-0.20, -0.11, 0.19], [0.15, 1.10, -1.30], [-0.31, -0.08, 0.17], [0.22, -0.07, -0.09], [0.22, -0.06, -0.14], [-0.13, 0.10, 0.21], [-0.26, 0.09, -0.05], [-0.23, 0.07, -0.05], [-0.31, -0.24, -0.07], [-0.15, 0.83, 0.68], [-0.21, 0.02, -0.15], [-0.33, 1.43, -2.46], [-1.12, -1.37, 0.44], [-0.28, 0.03, 0.05], [-0.21, 0.14, 0.03], [0.17, 0.12, 0.18], [-0.73, 0.93, 1.52], [-0.21, -0.14, 0.09], [0.19, -0.20, 0.02], [-0.22, -0.18, 0.10], [-0.25, 0.10, 0.04], [0.15, 0.01, -0.37], [-0.18, 0.16, -0.01], [0.82, 0.17, 1.86], [-0.08, 0.25, 0.02], [-0.21, 0.11, -0.05], [-0.51, 0.16, -1.85], [-0.26, -0.03, -0.08]]}

***

Entry 2:
{"formula": "C35H58ErOP2", "method": "ωB97M-V with the def2-TZVPD basis set", "total_charge": 1, "homo_energy_ha": [-0.368, -0.368], "gap_ev": [7.23, 7.28], "lumo_energy_ev": [-2.78, -2.73], "multiplicity": 4, "species": ["Er", "P", "P", "O", "C", "C", "C", "C", "C", "C", "C", "C", "C", "C", "C", "C", "C", "C", "C", "C", "C", "C", "C", "C", "C", "C", "C", "C", "C", "C", "C", "C", "C", "C", "C", "C", "C", "C", "C", "H", "H", "H", "H", "H", "H", "H", "H", "H", "H", "H", "H", "H", "H", "H", "H", "H", "H", "H", "H", "H", "H", "H", "H", "H", "H", "H", "H", "H", "H", "H", "H", "H", "H", "H", "H", "H", "H", "H", "H", "H", "H", "H", "H", "H", "H", "H", "H", "H", "H", "H", "H", "H", "H", "H", "H", "H", "H"], "xyz": [[0.8991, 0.7187, 0.8389], [-1.5511, 1.0789, -0.4996], [-1.0328, -1.3438, 1.1656], [2.6455, 0.2999, -0.2518], [-1.3570, 2.1479, 3.7702], [-5.1949, -2.7010, -0.6695], [-5.8340, -1.9770, -3.0706], [-5.9363, 0.3649, -2.0505], [3.7141, -0.0546, -0.9907], [3.5535, -1.0439, -2.0178], [-1.1984, 1.6361, -2.2007], [5.4236, 1.4614, 0.3403], [-6.1871, -2.0287, -0.0591], [-3.1687, 1.7616, -0.0089], [2.1474, 1.3520, 2.7825], [1.9643, -2.4346, -3.4703], [3.2980, 0.4230, 2.7365], [2.3286, -1.9672, -2.0571], [-0.0343, 2.0065, 3.1304], [-2.4543, -1.5862, 2.2830], [-0.2505, -2.9740, 0.9426], [-1.8334, -0.8065, -0.4864], [6.0123, 0.3061, -1.7639], [-0.1455, 4.0779, 1.5897], [2.6931, 3.1334, 0.9021], [0.9358, 1.0303, 3.4546], [-7.3510, -1.3131, -0.6780], [2.5983, -3.1979, -1.1912], [5.8170, -0.5833, -2.8181], [4.9995, 0.5521, -0.8184], [4.5954, -1.2424, -2.9381], [6.5571, 0.8366, 1.1470], [-5.4457, -0.5359, -2.9066], [-5.0717, -2.9513, -2.1421], [1.8928, 2.5523, 1.9970], [5.9036, 2.8247, -0.1540], [0.7514, -0.1007, 4.3928], [-7.0625, 0.1528, -1.0815], [0.5326, 2.9131, 2.2063], [-5.4193, -3.9743, -2.3729], [-2.0540, 2.7065, 3.1359], [-1.2335, 2.7398, -2.1993], [6.6388, -0.7722, -3.5213], [3.4940, -3.7135, -1.5639], [4.4610, -1.9539, -3.7604], [-7.8116, -1.8488, -1.5161], [-3.3576, 1.5407, 1.0539], [7.3803, 0.6195, 0.4576], [0.6393, -2.9036, 0.2917], [2.7477, -3.0914, -3.8691], [-4.6942, -0.2170, -3.6431], [6.2491, -0.0970, 1.6316], [-6.8614, 0.7249, -0.1609], [1.2476, -1.0158, 4.0455], [0.1269, 5.0018, 2.1208], [-1.3353, -1.2871, -1.3509], [2.9940, 2.3536, 0.1781], [4.1559, 0.7673, 3.3260], [-5.5506, -2.2520, -4.0996], [-1.2725, 2.7018, 4.7195], [-4.4622, -3.2355, -0.0535], [1.1823, 0.1411, 5.3757], [3.6003, 3.6324, 1.2574], [-3.1228, 2.8559, -0.1272], [3.6401, 0.2681, 1.7031], [0.0874, -3.3152, 1.9369], [-4.0170, 1.3826, -0.6035], [-1.9272, 1.2428, -2.9211], [2.1292, 3.8755, 0.3206], [5.1106, 3.3837, -0.6629], [-8.1236, -1.2645, 0.1069], [4.5774, 1.6240, 1.0115], [-2.9027, -0.6156, 2.5466], [-6.9129, -2.1581, -2.9992], [-0.9477, -3.7119, 0.5261], [-1.8044, 1.1740, 4.0035], [-3.2404, -2.2286, 1.8566], [-7.9943, 0.5757, -1.4981], [-6.2157, -2.0123, 1.0366], [-0.1772, 1.3296, -2.4964], [-0.3079, -0.3334, 4.5502], [6.9183, 1.5255, 1.9191], [-2.0860, -2.0584, 3.2083], [6.9756, 0.8078, -1.6425], [1.7682, -3.9142, -1.2213], [1.8333, -1.5858, -4.1510], [-4.0061, -2.9271, -2.4226], [-1.2374, 3.9885, 1.6237], [6.2775, 3.4333, 0.6790], [3.0382, -0.5793, 3.1087], [1.0293, -3.0113, -3.4688], [1.4592, -1.4272, -1.6540], [2.7920, -2.9176, -0.1495], [0.1448, 4.2201, 0.5405], [-2.9076, -1.0548, -0.5169], [-5.5944, 1.4076, -2.1204], [6.7256, 2.6648, -0.8597]], "atomic_forces_ev_per_a": [[0.36, -0.02, 0.25], [-0.18, -0.72, -0.08], [-0.20, 0.13, -0.83], [-0.72, -0.50, 0.26], [-0.73, 0.03, 0.31], [-0.80, 0.08, 0.43], [0.12, -0.59, -0.46], [-0.15, 0.05, -0.49], [0.94, -0.31, -0.92], [0.33, 0.35, 0.08], [-0.21, -0.05, -0.31], [-0.49, 0.24, 0.14], [0.70, -0.50, 0.06], [-0.24, 0.32, 0.05], [-0.87, 0.92, -0.20], [-0.08, 0.09, -0.11], [1.07, -0.65, -0.15], [0.14, 0.26, -0.30], [0.35, -0.22, -0.47], [-0.14, -0.10, 0.32], [-0.15, -0.37, -0.06], [0.29, 0.28, 0.35], [-0.58, -0.62, -0.02], [-0.26, 0.68, -0.14], [0.79, 0.47, -0.94], [0.21, 0.53, -0.52], [-0.71, 0.37, 0.22], [0.25, -0.10, 0.17], [0.24, 0.31, 0.05], [-0.10, -0.01, -0.29], [-0.13, -0.18, 0.28], [0.06, -0.31, -0.02], [0.18, 0.47, -0.11], [0.07, 0.10, -0.42], [-0.58, -0.79, 0.91], [-0.03, 0.12, -0.18], [-0.05, -0.45, 0.58], [-0.15, -0.20, 0.36], [0.45, -0.56, 0.26], [0.18, 0.26, 0.14], [0.03, -0.12, 0.14], [0.00, -0.43, -0.04], [-0.51, 0.08, 0.23], [-0.20, 0.11, 0.11], [0.08, 0.27, 0.41], [0.20, 0.11, 0.47], [0.13, 0.07, -0.35], [0.04, -0.07, 0.35], [-0.51, 0.08, 0.30], [-0.24, 0.15, 0.01], [-0.17, 0.10, 0.46], [0.09, 0.08, -0.12], [-0.02, -0.07, -0.23], [-0.10, 0.13, 0.11], [-0.13, -0.13, -0.17], [-0.09, 0.23, 0.43], [0.09, 0.60, 0.29], [-0.08, -0.03, -0.07], [-0.20, -0.02, 0.29], [-0.05, -0.16, -0.25], [-0.21, 0.25, -0.06], [-0.11, -0.13, -0.17], [-0.06, -0.08, -0.11], [-0.02, -0.32, 0.12], [0.02, 0.00, 0.59], [-0.14, 0.10, -0.37], [0.50, -0.01, 0.13], [0.20, 0.19, 0.07], [0.10, -0.06, 0.34], [0.15, -0.09, -0.01], [0.11, -0.02, -0.34], [0.39, -0.04, -0.28], [0.20, -0.30, -0.10], [0.48, 0.18, -0.14], [0.19, 0.06, 0.11], [0.00, 0.20, -0.01], [0.35, 0.19, -0.01], [0.34, -0.04, 0.10], [0.30, -0.02, -0.30], [-0.49, 0.08, 0.13], [0.18, 0.04, -0.02], [-0.07, -0.10, -0.13], [-0.13, 0.22, -0.27], [-0.32, -0.28, -0.11], [0.08, 0.11, -0.03], [0.09, -0.16, 0.06], [-0.18, -0.04, 0.08], [0.20, 0.01, 0.01], [-0.07, -0.11, -0.16], [0.00, 0.34, 0.09], [0.20, 0.09, 0.08], [0.07, 0.05, 0.04], [0.04, -0.07, -0.08], [-0.12, 0.02, 0.19], [0.29, 0.07, -0.04], [-0.01, -0.44, -0.06], [-0.10, 0.32, 0.11]]}

***

The calculation returns the following electronic energy values, one per record and in order: -2323.8399; -3141.2585 a.u..